Record 1
Density functional theory data (ωB97M-V/def2-TZVPD) for C57H56N2OP2PtS2 as an isolated structure.

Geometry (Å):
1 H -4.60 2.75 6.81
2 H -0.04 4.77 -0.50
3 H 1.48 6.51 0.33
4 H -4.41 2.20 -2.55
5 H 3.78 -0.03 -4.25
6 H -0.63 -0.43 -2.12
7 H -2.32 -1.31 4.88
8 C 3.28 1.53 -5.65
9 H 0.44 2.92 -1.81
10 H -2.31 4.25 0.92
11 H 4.07 -3.69 -3.21
12 H 0.72 3.90 -6.00
13 C -1.52 -2.30 2.64
14 C -2.62 3.65 1.77
15 C -0.89 -0.75 -4.22
16 C 0.43 3.39 1.11
17 C -3.07 -4.11 3.17
18 H 2.80 3.47 -4.81
19 H -0.46 -3.32 -6.47
20 H 1.67 -4.09 -2.79
21 C -0.70 -4.50 2.97
22 H 0.58 2.19 -5.55
23 C 3.60 -3.26 -2.34
24 C -1.93 -6.44 3.56
25 C 1.56 -5.24 2.73
26 C 0.55 4.59 0.39
27 P -0.78 2.16 0.72
28 C -3.92 1.62 5.10
29 H -4.39 4.70 5.46
30 C -3.92 3.51 3.75
31 C -2.48 -2.70 -6.11
32 C -2.00 -4.97 3.26
33 H 2.65 4.00 3.60
34 C 4.10 -0.52 4.32
35 H 3.00 1.05 0.96
36 C 1.41 5.57 0.85
37 H 5.49 1.10 4.43
38 H -0.03 -7.12 4.46
39 H -0.53 3.23 -4.06
40 C -1.45 2.38 -0.90
41 H -3.93 5.22 2.44
42 C -2.82 2.14 -1.12
43 H -0.73 -1.63 -6.78
44 H 2.64 -2.04 3.96
45 N -0.18 -0.29 -3.01
46 C -0.43 -2.13 -4.70
47 S 1.95 0.60 -1.53
48 H -1.94 -0.76 -3.97
49 C -3.35 2.34 -2.38
50 C 1.19 3.18 2.27
51 C 2.43 -2.20 -0.07
52 Pt 0.42 0.22 0.11
53 C -3.55 4.22 2.64
54 H 4.36 1.61 -5.81
55 P 1.60 -1.50 1.32
56 H 2.83 6.13 2.36
57 H -3.64 -2.07 2.79
58 C -1.16 2.92 -3.23
59 C -2.51 1.57 3.04
60 H 2.88 -3.79 1.90
61 C -2.52 2.73 -3.43
62 C -2.09 2.37 1.93
63 C 4.30 1.21 2.65
64 C 2.16 5.35 2.00
65 C 2.65 2.92 -5.75
66 C 3.11 0.83 -4.31
67 C 3.31 0.60 1.90
68 H -0.76 0.00 -5.01
69 H -2.37 -6.67 4.53
70 H -5.79 4.20 4.57
71 S -1.15 -0.66 2.34
72 C 1.86 -3.96 2.24
73 H 4.39 -1.38 0.37
74 H 5.42 -2.35 -1.64
75 H 1.28 -0.01 -4.97
76 H -3.06 -1.80 -5.90
77 O -1.58 -0.32 0.85
78 C 2.06 4.16 2.71
79 H 4.41 -0.96 5.27
80 H 2.90 0.89 -6.45
81 H -0.78 -2.88 -3.99
82 H -2.51 -7.00 2.83
83 H -2.80 -3.06 -7.08
84 C -3.52 0.36 5.45
85 H 0.61 -3.14 -0.76
86 C 4.37 -2.50 -1.45
87 C 1.66 -2.95 -0.97
88 C -0.98 -2.44 -6.09
89 N 1.72 0.34 -4.13
90 H -0.21 -7.61 2.80
91 C 4.70 0.63 3.86
92 H -4.08 -4.43 3.35
93 C -0.41 -3.18 2.59
94 C 0.26 -5.52 3.06
95 C -3.41 2.21 3.92
96 H 1.04 2.65 -7.19
97 C 2.72 -0.59 2.35
98 C 3.10 -1.14 3.58
99 C 1.07 0.17 -3.00
100 C 3.79 -1.96 -0.32
101 H -2.76 -3.46 -5.37
102 C -0.42 -6.80 3.49
103 H 0.66 -2.17 -4.71
104 C -0.62 2.74 -1.98
105 C -4.87 2.57 5.76
106 H 1.10 2.25 2.83
107 C -2.81 -2.77 2.85
108 H -3.86 -0.12 6.36
109 H -3.46 1.83 -0.30
110 C -4.81 3.86 4.90
111 C 0.92 -2.93 2.17
112 C 1.16 2.91 -6.14
113 H 3.19 3.49 -6.50
114 H -5.88 2.15 5.79
115 H -2.95 2.89 -4.41
116 H 2.34 -5.99 2.79
117 H 3.35 1.51 -3.49
118 C -2.64 -0.32 4.60
119 H 4.77 2.11 2.30
120 C 2.25 -3.48 -2.10
121 C -2.19 0.23 3.40

As for the multiplicity: 1. As for the LUMO energy (alpha / beta): -13.12 / -13.12 eV. Its total energy is -3987.477499 hartree. The energy above the lowest of the compared OMol25 structures with the same formula, charge and spin is 0.00 kcal per mole. The frontier orbital gap (alpha / beta) is 4.28 / 4.28 eV. The HOMO energy (alpha / beta) comes out at -17.4 / -17.4 eV. Its net charge is +4.

Record 2
Density functional theory data (ωB97M-V/def2-TZVPD) for a 7-piece molecular cluster, C57H58N9O16PS2 overall.

Geometry (Å):
1 O -8.74 -2.06 0.63
2 N 2.15 5.61 -7.62
3 C -11.70 -1.85 -3.65
4 P -0.93 -3.09 1.96
5 C 1.22 2.33 -0.74
6 N 1.09 4.32 -0.08
7 H 0.72 -2.37 0.21
8 H -4.68 -0.70 0.89
9 C -5.92 2.24 1.96
10 C 8.85 1.36 1.33
11 C 0.06 6.89 -7.78
12 C 0.25 -1.38 0.32
13 H -0.45 0.99 -8.71
14 O 9.77 -1.89 0.27
15 H 0.45 0.80 -3.85
16 C 9.95 0.64 -0.69
17 H 0.28 7.79 -4.03
18 H 2.47 -2.66 3.43
19 H -12.23 -0.99 -4.03
20 N 9.29 -1.04 0.98
21 H -0.19 1.37 1.25
22 C -0.25 0.94 -7.65
23 H 9.72 -1.52 4.10
24 C -10.34 -4.06 -2.66
25 H 10.03 -3.92 4.57
26 C 5.77 0.09 3.51
27 C -1.25 1.08 1.30
28 C -10.90 -1.73 -2.52
29 C 10.04 -3.20 5.38
30 O 1.57 0.81 3.94
31 O 9.78 1.25 6.82
32 C -0.93 7.66 -7.20
33 O -1.58 -3.38 3.25
34 C -7.32 -5.92 0.65
35 N -11.24 -5.46 -4.47
36 C 0.22 7.54 -5.08
37 C 0.85 -1.36 2.89
38 C 1.21 6.77 -5.67
39 H -1.10 0.01 4.29
40 H 4.01 -0.37 4.62
41 H -1.74 1.80 -0.77
42 C -5.02 2.44 2.98
43 H -7.75 -6.69 0.02
44 C -10.22 -2.83 -2.03
45 C -3.84 0.41 2.46
46 C -5.82 1.10 1.22
47 H 5.39 1.02 3.08
48 C -3.08 1.89 4.41
49 C 10.06 -1.37 7.47
50 S 1.05 0.71 -1.43
51 N -0.67 0.31 3.43
52 S 3.62 -0.91 2.29
53 O 9.55 0.81 4.73
54 C -0.70 -0.01 -5.48
55 C -0.27 -1.35 1.80
56 H -3.59 2.59 5.07
57 H 2.72 4.30 1.21
58 H 10.36 -0.15 -1.31
59 C 8.91 2.67 0.90
60 C -2.74 -0.63 2.60
61 H 0.47 -1.96 3.74
62 C -1.30 -0.20 2.17
63 C 0.69 1.79 -7.08
64 H 6.35 -0.37 2.70
65 C -7.82 -4.63 0.59
66 C -7.26 -3.66 1.41
67 H 0.22 -3.91 1.77
68 C -5.73 -5.24 2.32
69 H 8.40 1.13 2.29
70 H -1.74 1.91 1.81
71 H -5.79 -3.18 2.89
72 H 6.38 0.29 4.39
73 O -2.13 -0.75 -8.63
74 C 2.09 3.80 0.50
75 H -0.58 -1.37 -0.39
76 C -4.79 0.21 1.48
77 O -2.56 -1.57 -6.69
78 C 9.88 -0.96 6.16
79 H -5.10 3.33 3.59
80 H 1.57 0.26 0.90
81 H -1.77 8.01 -7.79
82 H 10.36 -4.69 6.89
83 C -4.00 1.56 3.25
84 C 10.23 -2.72 7.73
85 H -5.89 -7.24 1.55
86 C 9.86 -1.86 5.11
87 C -11.82 -3.07 -4.29
88 H 2.09 -2.70 1.72
89 H -12.45 -3.16 -5.16
90 H -4.91 -5.48 2.99
91 C 10.22 -3.64 6.69
92 H 9.52 4.00 -0.67
93 N -1.95 -0.82 -7.43
94 C -0.86 7.98 -5.85
95 H -9.59 -2.73 -1.15
96 H 4.98 -1.82 4.09
97 H 10.45 2.19 -2.08
98 N 9.72 0.48 5.88
99 C 0.25 0.83 -4.92
100 C -11.13 -4.16 -3.79
101 C 0.94 1.74 -5.72
102 O -10.64 -6.40 -4.00
103 O 2.05 5.36 -8.81
104 C 1.11 6.45 -7.01
105 H -2.86 0.97 4.96
106 H 1.23 2.49 -7.70
107 H 10.07 -0.66 8.29
108 O 3.05 5.21 -6.91
109 N 0.50 3.37 -0.89
110 H -10.80 -0.77 -2.03
111 H -6.70 2.96 1.73
112 O 8.73 -1.25 2.04
113 C -0.94 0.06 -6.84
114 H -9.81 -4.92 -2.28
115 H -1.63 8.58 -5.39
116 H -1.75 -3.31 0.83
117 C 1.37 -0.35 0.01
118 H 8.50 3.46 1.52
119 C -1.89 0.94 -0.06
120 H 2.04 6.42 -5.07
121 C 4.58 -0.84 3.82
122 H -2.76 -1.09 3.59
123 C -6.22 -3.95 2.27
124 H 1.67 2.40 -5.28
125 H 2.30 -0.89 -0.18
126 H -3.03 -1.44 1.91
127 O 2.25 2.50 0.11
128 O -7.27 -1.47 2.09
129 H 10.37 -3.06 8.75
130 H -0.01 6.64 -8.83
131 H -8.63 -4.40 -0.08
132 C 0.74 0.06 3.48
133 O -11.92 -5.51 -5.48
134 O -2.50 -0.03 -0.46
135 H -1.23 -0.71 -4.85
136 N -7.80 -2.29 1.37
137 C 9.48 2.97 -0.33
138 C 2.21 -2.03 2.57
139 H -2.13 2.31 4.08
140 C 9.37 0.36 0.53
141 H -6.49 0.86 0.40
142 C -6.28 -6.23 1.51
143 C 10.01 1.96 -1.12

As for the multiplicity: 1. As for the LUMO energy: -0.64 eV. Its total energy is -5040.615143 hartree. The frontier orbital gap is 8.21 eV. The HOMO energy comes out at -8.9 eV.

Record 3
Density functional theory data (ωB97M-V/def2-TZVPD) for an isolated ion of composition C57H59N6O4 and charge +1.

Geometry (Å):
1 C 2.57 4.80 2.37
2 C 4.54 -1.92 0.59
3 C 6.07 4.04 -3.96
4 C 9.93 2.02 2.53
5 C 5.93 4.26 -1.52
6 H 4.14 4.32 4.62
7 H 3.18 -0.32 0.02
8 C 7.67 1.53 1.80
9 H 6.67 -0.16 0.90
10 N -2.78 1.82 2.92
11 C 5.90 4.90 -2.85
12 C -6.16 -2.97 2.50
13 N 5.27 -1.86 -0.64
14 C 2.87 0.99 2.42
15 C 5.87 4.53 -5.26
16 H -4.70 2.48 3.33
17 C 4.17 5.60 -0.44
18 H 3.09 4.67 -3.16
19 H 1.53 4.71 -2.33
20 C 3.46 -0.39 2.15
21 C 0.27 6.35 1.74
22 H 6.12 5.51 1.47
23 H 6.30 2.98 -3.79
24 C -1.41 2.02 2.47
25 C 9.91 3.20 1.79
26 C -2.26 -1.25 1.88
27 N 6.53 3.06 0.21
28 H -1.17 4.00 3.31
29 H -1.45 -2.00 1.79
30 H -1.93 1.75 0.39
31 H -3.42 3.48 4.09
32 C -1.88 -0.31 3.04
33 C 8.80 3.56 1.02
34 H -5.51 -3.24 4.56
35 H 6.58 -0.09 2.66
36 C 4.98 -2.76 1.62
37 H 5.58 3.73 3.71
38 C 7.66 2.72 1.03
39 C 3.92 -1.23 3.20
40 N -0.86 0.65 2.63
41 C 3.82 4.10 2.53
42 H 1.18 2.23 1.81
43 H 5.81 7.13 2.12
44 H 10.79 3.85 1.78
45 C 5.89 6.55 1.19
46 H -2.01 3.45 0.97
47 H 5.60 -3.62 1.38
48 H 5.58 0.99 1.68
49 C 5.54 6.76 -4.37
50 C 4.71 4.41 3.67
51 C 8.89 4.83 0.25
52 C 1.45 1.21 2.16
53 H 8.79 0.31 3.15
54 O 6.16 -2.70 -0.88
55 C 5.32 3.59 0.53
56 C 1.75 4.49 1.25
57 O 3.65 2.00 1.26
58 C -5.23 -2.92 3.55
59 C 0.63 5.25 0.95
60 O 5.00 -0.89 -1.39
61 N 4.92 4.38 -0.55
62 C 3.63 -0.85 0.85
63 H 0.76 7.52 3.48
64 C 2.33 6.93 -1.20
65 C 3.06 5.75 -1.28
66 H 0.03 5.00 0.08
67 H 5.09 5.46 3.63
68 H 1.45 7.03 -1.83
69 C 2.68 7.95 -0.30
70 C 2.61 4.62 -2.18
71 H 5.33 7.82 -4.53
72 H 2.07 3.66 0.62
73 C 4.60 6.64 0.41
74 C 6.56 0.53 1.76
75 C -1.44 2.51 1.02
76 C -0.67 3.03 3.37
77 C -5.77 -2.56 1.21
78 H -3.72 3.57 2.31
79 H -3.23 -2.37 4.15
80 C 5.60 5.88 -5.46
81 C -3.01 0.61 3.50
82 C 3.83 7.80 0.47
83 C 0.45 0.31 2.48
84 H 11.70 0.82 2.60
85 H 10.97 1.11 4.18
86 H 5.05 -3.00 3.76
87 O -3.91 0.33 4.30
88 H -7.17 -3.33 2.69
89 H 11.88 2.40 3.36
90 H 2.70 6.09 4.12
91 C 5.72 6.29 -3.07
92 H 8.74 4.70 -0.82
93 H 6.74 6.95 0.62
94 H 0.36 3.16 3.04
95 H -1.52 -0.91 3.89
96 H 0.70 -0.75 2.67
97 H 2.39 10.00 0.25
98 C -3.60 -1.94 2.07
99 H 5.41 6.26 -6.46
100 C 4.27 3.17 1.47
101 C 1.05 6.66 2.86
102 H -4.16 -1.75 0.00
103 H 5.71 6.96 -2.22
104 H 3.22 1.42 3.37
105 C 1.81 9.15 -0.13
106 H -0.67 2.67 4.40
107 H 5.91 3.84 -6.12
108 H -2.27 -0.67 0.93
109 C 2.14 5.88 3.21
110 H 9.89 5.27 0.39
111 H 4.15 8.61 1.12
112 H 8.17 5.58 0.62
113 C 8.80 1.22 2.55
114 H -0.61 6.95 1.47
115 H 1.37 9.44 -1.09
116 C -4.48 -2.07 0.99
117 H 2.82 3.64 -1.74
118 C 11.18 1.57 3.21
119 H 3.72 -0.97 4.25
120 C -3.95 -2.42 3.33
121 H -0.44 2.69 0.64
122 C -3.70 2.90 3.18
123 C 4.66 -2.39 2.93
124 H -6.48 -2.62 0.39
125 H 0.99 8.98 0.57
126 N 6.88 3.48 -1.09

As for the multiplicity: 1. As for the LUMO energy: -3.85 eV. Its total energy is -2836.506264 hartree. The energy above the lowest of the compared OMol25 structures with the same formula, charge and spin is 56.79 kcal per mole. The frontier orbital gap is 5.58 eV. The HOMO energy comes out at -9.4 eV. Its net charge is +1.